w) Here is the molecule C4H6N2O2 from the OMol25 dataset. Energies are from ωB97M-V/def2-TZVPD.

LUMO energy = 0.62 eV
2S+1 = 1

Geometry (Å):
H: 1.0160 -1.6434 0.7728
N: 1.8872 0.2035 0.0276
H: 0.8957 1.6691 -0.2143
H: 1.1246 -1.4948 -0.9865
O: -1.5078 -1.1134 -0.0501
C: -0.7450 0.9815 -0.0567
N: -2.1291 1.0272 0.0190
H: -3.5049 -0.5697 0.0308
C: -2.5189 -0.1787 0.0416
C: -0.3677 -0.3577 -0.0843
O: -0.0120 2.0762 -0.0671
H: 2.8234 0.0334 -0.3989
C: 0.9707 -0.9467 -0.0531
H: 2.0677 0.3136 1.0194

These are the Löwdin partial charges, in e, on atoms 1 to 8: 0.12, 0.00, 0.09, 0.13, 0.06, -0.36, 0.16, 0.12

x) Here is the molecule C4H6N2O2 from the OMol25 dataset. Energies are from ωB97M-V/def2-TZVPD.

LUMO energy (alpha / beta) = -1.24 / -0.94 eV
2S+1 = 1

Geometry (Å):
C: 0.8315 0.9415 -0.2705
N: 1.2675 0.1205 0.8450
O: -2.6220 -0.4190 -0.5569
H: -2.3032 -0.5467 -1.4458
H: 0.6934 1.9978 0.0985
H: 1.8515 -1.9035 1.3432
C: 1.0796 -1.3474 0.6735
H: -0.7531 0.4283 -1.8052
H: 1.5470 1.0917 -1.0461
C: -1.5494 0.1577 0.1074
N: 0.5305 -1.9274 -0.2332
O: -1.5529 0.2317 1.2926
C: -0.5260 0.6361 -0.7816
H: 1.5056 0.5388 1.7792

These are the Löwdin partial charges, in e, on atoms 1 to 8: -0.23, -0.03, 0.08, 0.08, 0.15, 0.15, -0.33, 0.10

y) Here is the molecule C4H6N2O2 from the OMol25 dataset. Energies are from ωB97M-V/def2-TZVPD.

LUMO energy = 0.62 eV
2S+1 = 1

Geometry (Å):
N: -0.2274 -2.4754 0.0019
H: 2.7201 1.6972 0.1889
C: -1.2405 -0.4415 -0.0289
H: 0.5689 -2.9784 0.3612
H: -1.5465 2.6602 -0.6158
O: 0.2222 1.2397 -1.0087
H: 2.3100 0.4558 1.5178
C: -0.9197 0.9061 -0.2352
H: -0.4920 -2.6896 -0.9551
O: -1.8303 1.8956 -0.0965
C: 2.0227 0.9885 0.6235
H: -2.2239 -0.8621 -0.2188
N: -0.2075 -1.1634 0.3816
C: 0.8439 0.7675 0.0841

These are the Löwdin partial charges, in e, on atoms 1 to 8: 0.03, 0.06, -0.10, 0.09, 0.12, 0.06, 0.05, -0.39

Result of the stability comparison: w) is the most stable of them.